Formula: C4H12NOS
Source: the OMol25 dataset
Level of theory: wB97M-V/def2-TZVPD

XYZ file:
```
19
C4H12NOS wB97M-V/def2-TZVPD
C 0.4203 -0.1965 -2.0749
N 1.0448 0.6970 -1.0882
C 0.5217 0.6049 0.3238
C -0.9337 0.1755 0.3818
S -1.5647 0.0911 2.1039
C 0.7471 1.9885 0.9434
H 0.6404 -1.2590 -1.8837
H -0.6164 0.0599 -2.2042
H 0.9622 -0.0076 -3.0136
H 2.0481 0.5624 -1.0886
H 1.1636 -0.1149 0.8444
H -1.4872 0.8992 -0.2030
H -1.0418 -0.8507 0.0421
H 1.7770 2.2769 0.7129
H 0.7164 1.9262 2.0296
H 0.0257 2.6979 0.5442
H -2.0102 -2.6389 1.4026
H -0.7365 -3.4479 1.2242
O -1.6769 -3.4640 1.0032
```

The largest force on an atom comes out at 2.09 eV/A. The energy relative to the best compared isomer or geometry (same formula, charge and spin) is 13.7 kcal/mol. As for the total charge: -1. For the LUMO energy, the calculation gives 3.723 eV. The gap between HOMO and LUMO is 6.4154 eV. For the total energy, the calculation gives -687.8063 a.u.

=====

Formula: C8H12ClO10
Source: the OMol25 dataset
Level of theory: wB97M-V/def2-TZVPD

XYZ file:
```
31
C8H12ClO10 wB97M-V/def2-TZVPD
Cl -3.4192 1.6404 0.3220
O -4.3399 2.7114 0.6113
O -2.0614 2.0964 0.5951
O -3.6860 0.5421 1.2388
O -3.5151 1.1863 -1.0325
C 1.6487 2.4783 0.9845
C 2.8360 1.6302 1.4022
C 3.5156 0.8926 0.2664
O 4.8986 0.8962 0.6658
C 5.0938 1.9554 1.4798
O 6.1502 2.3582 1.8537
O 3.9137 2.5184 1.8162
H 0.8346 2.0357 0.4159
H 2.0484 3.3308 0.4309
H 1.2320 2.9079 1.8982
H 2.6493 1.0539 2.3114
H 3.4608 1.4043 -0.6935
H 3.1135 -0.1185 0.2109
C -1.6272 -3.1107 0.3163
C -2.2957 -2.2358 -0.7108
C -1.2975 -1.4428 -1.5835
O -1.6714 -1.7548 -2.9216
C -2.5491 -2.7559 -2.9343
O -2.9922 -3.2675 -3.9216
O -2.8851 -3.1219 -1.6944
H -1.3087 -2.5773 1.2154
H -0.7550 -3.6338 -0.0791
H -2.3038 -3.8842 0.6868
H -3.0990 -1.5685 -0.3947
H -0.2885 -1.7975 -1.3498
H -1.3002 -0.3696 -1.4058
```

The largest force on an atom comes out at 2.28 eV/A. The energy relative to the best compared isomer or geometry (same formula, charge and spin) is 0.5 kcal/mol. As for the total charge: -1. For the LUMO energy, the calculation gives 2.402 eV. The gap between HOMO and LUMO is 8.7589 eV. For the total energy, the calculation gives -1524.4993 a.u.

=====

Formula: C13H26BeMgN2O16
Source: the OMol25 dataset
Level of theory: wB97M-V/def2-TZVPD

XYZ file:
```
59
C13H26BeMgN2O16 wB97M-V/def2-TZVPD
Mg -0.8824 4.8433 0.6445
Be -6.3082 -1.3917 -0.7877
N -0.5383 -0.1857 0.3758
O -0.5913 0.8458 0.9737
O -1.4640 -0.9479 0.3593
O 0.4913 -0.5174 -0.1789
N -3.2973 3.1700 -3.9947
O -3.7835 2.1727 -3.5750
O -2.4096 3.6323 -3.2167
O -3.5479 3.7076 -5.0268
C 6.2920 0.5577 2.2943
C 7.1592 -0.4067 1.4987
C 7.9296 -1.0961 2.6238
O 6.9085 -1.2981 3.6071
C 5.9783 -0.2175 3.5726
H 5.4314 0.7094 1.6427
H 6.7209 1.5193 2.5759
H 7.7487 0.0688 0.7149
H 6.6206 -1.2362 1.0405
H 8.7924 -0.5382 2.9878
H 8.5194 -1.9577 2.3111
H 6.1268 0.4414 4.4281
H 4.9347 -0.5274 3.5186
C -4.2219 -0.3342 6.2305
O -4.7987 -1.5271 6.7783
C -5.4585 -2.3216 5.9194
O -5.6079 -2.1545 4.6777
O -5.8223 -3.4586 6.6072
C -5.8101 -3.7934 7.9959
H -3.1794 -0.5636 6.0097
H -4.2457 0.3619 7.0689
H -4.7340 0.0914 5.3676
H -6.4960 -4.6092 8.2239
H -6.2761 -3.0000 8.5803
H -4.8575 -3.8633 8.5210
C 4.6276 7.7114 -0.6634
O 4.9144 6.6491 -1.5234
C 4.1947 5.5429 -1.7460
O 3.1465 5.2052 -1.1613
O 4.9138 4.8402 -2.6006
C 4.4858 3.6445 -3.0328
H 5.1212 7.5860 0.3003
H 3.5624 7.8331 -0.4670
H 4.9414 8.6100 -1.1945
H 3.4193 3.7573 -3.2277
H 4.5106 2.8923 -2.2443
H 4.9896 3.2855 -3.9301
C -6.7005 -5.8418 -7.2588
O -5.4933 -5.1622 -7.4339
C -4.9847 -4.2227 -6.6184
O -5.5482 -3.7089 -5.6185
O -3.6471 -4.1195 -6.8723
C -2.7866 -3.3035 -6.0721
H -7.0376 -6.6507 -7.9071
H -7.5551 -5.1831 -7.4133
H -6.6964 -6.2255 -6.2386
H -2.8062 -2.2315 -6.2688
H -1.8004 -3.7609 -6.1511
H -3.0938 -3.3230 -5.0265
```

The largest force on an atom comes out at 4.71 eV/A. As for the total charge: +2. For the LUMO energy, the calculation gives -11.855 eV. The gap between HOMO and LUMO is 1.3921 eV. For the total energy, the calculation gives -2037.6800 a.u.

=====

Formula: C2H7NOSi
Source: the OMol25 dataset
Level of theory: wB97M-V/def2-TZVPD

XYZ file:
```
12
C2H7NOSi wB97M-V/def2-TZVPD
C 1.2616 -1.8357 -0.5872
C 1.5105 -0.6088 -0.1981
N -1.1293 1.8052 -0.5993
O -1.7853 -0.1081 1.0971
Si -0.5323 0.8219 0.6661
H 2.0212 -2.5061 -0.9819
H 0.2700 -2.2638 -0.5326
H 2.4781 -0.1384 -0.2329
H -0.4674 2.3335 -1.1422
H -1.8592 1.4282 -1.1816
H -1.7966 -0.5382 1.9461
H 0.0286 1.6104 1.7465
```

The largest force on an atom comes out at 3.73 eV/A. The energy relative to the best compared isomer or geometry (same formula, charge and spin) is 32.8 kcal/mol. For the LUMO energy, the calculation gives 0.676 eV. The gap between HOMO and LUMO is 8.9198 eV. For the total energy, the calculation gives -499.8655 a.u.

=====

Formula: C4H9O2P
Source: the OMol25 dataset
Level of theory: wB97M-V/def2-TZVPD

XYZ file:
```
16
C4H9O2P wB97M-V/def2-TZVPD
C -2.6771 0.1302 0.6945
C -0.2358 -1.4723 0.4510
C 1.8430 -0.0284 -1.1719
C 0.0694 1.3954 0.7244
O -0.9089 0.2818 -1.6982
O -3.6369 -0.1185 0.1189
P 0.0171 0.0600 -0.5641
H -1.1459 -1.1619 0.8100
H 0.5100 -1.4813 1.2372
H -0.3248 -2.3719 -0.0935
H 2.2620 -0.8361 -0.4827
H 2.3119 0.8542 -0.8549
H 1.9498 -0.2666 -2.1561
H 0.5225 1.2355 1.7150
H -0.9323 1.4390 1.0063
H 0.3761 2.3410 0.2639
```

The largest force on an atom comes out at 5.39 eV/A. The energy relative to the best compared isomer or geometry (same formula, charge and spin) is 36.7 kcal/mol. For the LUMO energy, the calculation gives 0.870 eV. The gap between HOMO and LUMO is 10.6505 eV. For the total energy, the calculation gives -649.6334 a.u.